Entry 1:
189
Properties=species:S:1:pos:R:3:forces:R:3:lowdin_charge:R:1 method="wB97M-V/def2-TZVPD" relative_energy_kcal_mol=0.00 homo_lumo_gap_ev=8.607
C 10.127 -29.014 2.238 0.3971 0.8550 0.2188 -0.094
C 9.079 -29.988 1.777 -0.7635 -0.2473 0.3182 -0.315
O 9.169 -30.262 0.387 -0.0753 0.1120 -0.6066 -0.091
H 10.149 -28.131 1.602 -0.2709 0.1353 -0.2034 0.045
H 11.100 -29.456 2.087 0.5064 -0.2355 0.3053 0.070
H 10.034 -28.619 3.276 -0.1169 -0.6949 -0.5438 0.080
H 8.071 -29.533 1.829 0.3959 -0.3580 0.5104 0.104
H 9.133 -30.922 2.390 -0.2933 0.6049 -0.4598 0.125
H 9.814 -30.924 0.133 0.2324 -0.0785 0.4510 0.085
C 9.261 -24.182 -3.429 0.1484 0.6699 -1.2828 -0.082
C 7.750 -24.254 -3.482 -0.4104 -0.6831 0.7684 -0.328
O 7.224 -25.344 -4.214 0.5762 -1.6789 0.1228 -0.095
H 9.556 -23.375 -2.732 0.0499 -0.4681 -0.5756 0.046
H 9.671 -23.961 -4.464 -0.3661 -0.1614 1.1618 0.108
H 9.640 -25.150 -3.126 0.1943 -0.0903 0.2999 0.043
H 7.308 -23.400 -3.955 -0.0602 0.7188 -0.1561 0.099
H 7.339 -24.312 -2.455 0.2096 0.2384 -0.1329 0.095
H 7.567 -26.206 -3.838 -0.3386 1.4566 -0.4178 0.080
C 7.962 -26.493 -0.193 0.4430 0.0525 -0.8992 -0.065
C 7.643 -27.558 -1.233 -0.7857 0.9772 0.2860 -0.266
O 8.524 -27.413 -2.357 -0.6307 0.0224 0.1247 -0.083
H 8.980 -26.690 0.142 -0.0278 0.0916 0.4951 0.061
H 7.233 -26.489 0.596 -0.1187 -0.1781 0.5331 0.042
H 7.965 -25.499 -0.628 -0.0489 0.2242 -0.2113 0.054
H 6.587 -27.425 -1.580 0.8439 -0.2750 0.0376 0.128
H 7.742 -28.496 -0.699 0.0352 -0.5350 -0.5270 0.090
H 9.193 -28.091 -2.329 0.2592 -0.3240 0.0580 0.076
C 14.279 -21.646 -1.711 -1.8613 -0.2298 -1.6968 -0.051
C 12.947 -21.512 -2.476 1.2246 -0.1072 -0.0806 -0.303
O 12.672 -22.726 -3.151 -0.6901 -0.8001 -0.0680 -0.095
H 14.073 -22.435 -1.012 0.5854 -0.2295 0.6284 0.050
H 14.465 -20.691 -1.284 0.4946 0.6687 0.7310 0.063
H 15.026 -21.912 -2.436 0.6978 -0.2087 -0.0318 0.069
H 12.951 -20.773 -3.274 0.1063 0.7140 0.4306 0.115
H 12.203 -21.336 -1.729 -0.8404 0.4761 0.2279 0.078
H 11.778 -22.591 -3.509 0.2366 -0.2883 -0.0188 0.068
C 9.748 -23.507 1.253 0.5496 1.3036 1.0491 -0.072
C 10.237 -23.232 -0.125 0.5031 0.5151 -0.8375 -0.269
O 10.083 -21.843 -0.444 0.1004 -0.0039 -0.0153 -0.103
H 8.733 -23.209 1.421 -0.8208 0.3525 -0.2529 0.059
H 10.343 -22.902 1.986 -0.2506 -0.6578 -0.4369 0.084
H 9.791 -24.526 1.526 0.3537 -1.2837 0.2408 0.049
H 9.653 -23.699 -0.909 0.0116 -0.6200 0.2585 0.078
H 11.306 -23.532 -0.238 -0.6085 0.0565 0.0072 0.112
H 10.323 -21.337 0.344 -0.0244 0.3676 0.0069 0.037
C 12.422 -26.573 -3.050 1.9377 -0.6659 -0.4429 -0.004
C 13.061 -27.034 -1.710 0.6741 0.2927 -0.8391 -0.484
C 13.735 -28.465 -1.827 -0.0045 2.3976 -0.3794 -0.114
C 15.117 -28.400 -2.452 0.6957 0.7312 0.6218 -0.169
C 16.044 -27.346 -1.757 -0.3072 -2.0422 0.9378 -0.149
C 15.461 -25.983 -1.817 -0.8298 1.6094 0.0414 -0.511
N 14.092 -26.083 -1.207 0.6950 -0.1876 0.2214 -0.079
O 13.574 -24.784 -1.099 -0.4153 0.1161 0.7602 -0.061
C 16.348 -25.015 -0.972 -0.5225 0.4499 -0.2936 -0.030
C 15.455 -25.368 -3.248 0.2116 -1.3965 -0.0368 -0.023
C 11.954 -27.093 -0.695 -0.4532 -0.6964 0.1548 -0.048
H 11.935 -27.450 -3.420 -0.5518 -0.5615 -0.5729 0.072
H 13.241 -26.324 -3.775 -1.0657 -0.0477 0.4926 0.086
H 11.671 -25.801 -2.995 0.0837 0.4688 0.2382 0.055
H 13.888 -28.779 -0.813 -0.1740 -0.5069 0.6253 0.108
H 13.081 -29.139 -2.373 -0.1535 -0.0921 0.1100 0.115
H 15.136 -28.156 -3.514 -0.3194 -0.3054 -0.1029 0.101
H 15.538 -29.375 -2.287 0.5095 -0.5170 -0.3495 0.099
H 17.028 -27.396 -2.215 0.1435 0.1863 -0.1907 0.116
H 16.212 -27.624 -0.662 -0.3515 0.2736 -1.2226 0.145
H 16.181 -25.079 0.106 -0.1583 -0.1866 -0.0987 0.078
H 17.389 -25.279 -1.171 0.0149 0.0868 -0.0138 0.079
H 16.195 -23.954 -1.282 0.0443 -0.8125 0.2826 0.077
H 14.697 -24.589 -3.369 0.3701 0.0725 0.0581 0.072
H 16.472 -25.012 -3.416 -0.1633 0.3684 -0.2400 0.084
H 15.281 -26.160 -4.002 -0.0135 0.5065 0.2216 0.070
H 11.290 -26.246 -0.798 -0.0226 0.4524 0.3310 0.064
H 12.388 -27.170 0.303 -0.2714 0.0209 0.0761 0.092
H 11.317 -27.970 -0.912 0.2672 0.0828 0.2418 0.086
H 13.152 -24.498 -1.919 0.0082 0.0659 -0.6026 0.050
C 8.250 -19.701 3.497 -1.3600 -0.3543 -0.3024 -0.033
C 8.647 -18.778 2.385 0.9739 1.4057 0.4790 -0.518
C 8.329 -17.316 2.789 0.5891 -0.4972 -0.3928 -0.122
C 9.075 -16.240 2.033 1.0082 0.2082 -1.0053 -0.158
C 10.600 -16.534 1.895 -1.1862 1.4480 0.6061 -0.146
C 10.865 -17.926 1.472 0.6317 -1.1943 -0.5834 -0.531
N 10.135 -18.874 2.350 -0.6019 1.0132 -0.6991 -0.058
O 10.421 -20.143 1.824 0.9180 -1.5976 0.8412 -0.081
C 10.618 -18.106 -0.067 -0.2780 0.1530 0.5875 0.004
C 12.330 -18.121 1.805 0.5412 1.1960 -0.0340 -0.045
C 7.927 -19.156 1.126 -0.7198 -0.1712 -0.6915 -0.023
H 7.151 -19.681 3.653 0.6039 0.1066 0.1343 0.099
H 8.791 -19.455 4.378 0.2622 0.2166 0.9255 0.081
H 8.504 -20.703 3.204 0.0457 -0.6675 -0.0309 0.070
H 7.286 -17.156 2.752 -1.4386 0.0793 -0.6620 0.108
H 8.469 -17.183 3.832 0.8667 -0.0796 1.2228 0.106
H 8.981 -15.288 2.508 -0.1840 0.6388 0.7483 0.096
H 8.640 -16.016 1.054 -0.0004 -0.5267 -0.1780 0.107
H 11.077 -16.434 2.894 -0.3338 0.2810 -0.4588 0.128
H 11.115 -15.827 1.183 -0.6181 -0.5946 0.7537 0.142
H 11.390 -17.576 -0.622 0.1032 0.0536 0.0228 0.088
H 10.569 -19.129 -0.451 0.2200 0.0148 0.4078 0.071
H 9.661 -17.651 -0.311 0.0156 0.1660 -0.1977 0.058
H 12.714 -18.987 1.362 0.6549 -1.5852 -0.3983 0.058
H 12.878 -17.295 1.343 0.0701 0.0164 -0.0180 0.089
H 12.565 -18.066 2.879 -0.3845 -0.2625 -0.3101 0.100
H 8.275 -20.104 0.678 0.0199 0.5046 0.1397 0.084
H 7.930 -18.339 0.386 -0.0781 -0.5027 0.1995 0.080
H 6.893 -19.332 1.447 -0.0275 0.0765 -0.4383 0.078
H 10.842 -20.611 2.576 -0.2042 0.2234 -0.6435 0.127
C 5.241 -27.042 6.259 -0.0239 1.1620 -0.0444 -0.029
C 6.436 -27.638 5.558 -0.9072 1.6297 -1.1621 -0.573
C 6.044 -27.873 4.101 -0.6254 -0.7175 -0.5447 -0.129
C 6.062 -26.646 3.159 0.8620 -0.3223 1.6878 -0.146
C 7.480 -26.086 3.275 0.0170 0.7155 -0.3183 -0.157
C 7.879 -25.629 4.686 -0.8534 -0.7391 0.3275 -0.482
N 7.651 -26.796 5.607 0.2938 0.1198 -0.3136 -0.066
O 7.802 -26.339 6.942 0.3344 0.1857 0.4565 -0.042
C 9.372 -25.381 4.704 0.3552 1.6270 -0.5131 -0.045
C 7.161 -24.306 5.065 0.8293 0.0978 0.6884 -0.018
C 6.764 -28.914 6.213 1.6944 -1.2757 0.4319 -0.051
H 5.570 -26.495 7.144 -0.3706 -0.5674 0.3372 0.088
H 4.522 -27.836 6.401 -0.2634 -0.0322 0.5820 0.088
H 4.760 -26.290 5.646 -0.1988 0.2002 -0.3237 0.069
H 6.723 -28.648 3.719 -0.0688 0.1811 -0.2744 0.106
H 5.032 -28.338 4.132 0.5621 0.2073 -0.1237 0.133
H 5.337 -25.877 3.508 0.2298 -0.5329 -0.6207 0.109
H 5.912 -26.984 2.138 -0.5147 0.2017 -0.0621 0.094
H 7.586 -25.215 2.606 0.1257 -0.1920 0.1742 0.097
H 8.221 -26.820 2.943 -0.1571 -0.1255 -0.0570 0.104
H 9.986 -26.213 4.410 -0.0401 -0.6485 -0.2311 0.072
H 9.590 -24.544 3.986 -0.0840 -0.5957 0.6510 0.086
H 9.709 -25.078 5.695 -0.0858 0.1160 0.0785 0.086
H 7.475 -23.540 4.352 -0.1948 -0.0892 -0.1788 0.067
H 6.069 -24.342 5.099 0.1885 -0.1445 -0.0025 0.074
H 7.560 -23.928 6.033 -0.4895 -0.4577 -0.3802 0.093
H 7.700 -29.259 5.744 -0.2105 -0.2602 0.3137 0.096
H 6.045 -29.722 6.197 -0.5145 0.0835 -0.4704 0.092
H 6.951 -28.744 7.264 0.2176 0.0646 0.3912 0.083
H 8.464 -26.912 7.356 -0.0968 0.1105 -0.3553 0.111
C 3.491 -20.904 -1.269 0.4693 -0.0746 -0.9652 -0.026
C 2.810 -21.484 -0.042 0.2676 -0.1163 -0.3228 -0.520
C 2.153 -22.843 -0.251 -0.6023 0.0146 -0.0620 -0.142
C 3.120 -23.949 -0.523 0.7665 -0.8795 1.1721 -0.178
C 4.086 -24.061 0.681 -0.4996 0.3916 -0.2556 -0.119
C 4.727 -22.702 1.045 1.0988 -1.5463 0.1470 -0.507
N 3.754 -21.659 1.088 -1.3466 0.8818 -0.0573 -0.075
O 4.473 -20.445 1.237 0.1989 0.3583 -0.7964 -0.039
C 5.270 -22.774 2.501 0.3751 -1.4466 -0.7470 -0.013
C 5.864 -22.526 0.026 0.0045 0.4480 -0.3539 -0.015
C 1.715 -20.515 0.333 0.3878 0.4955 -0.6419 -0.039
H 3.955 -21.619 -1.929 0.0311 -0.6861 -0.1246 0.064
H 4.321 -20.283 -0.966 -0.0319 0.5274 0.1032 0.077
H 2.831 -20.337 -1.933 -0.1109 0.0668 0.4022 0.092
H 1.654 -23.050 0.708 -0.1437 -0.1419 -0.2639 0.129
H 1.382 -22.793 -1.035 0.1884 0.2061 0.2181 0.132
H 3.703 -23.844 -1.412 0.2997 0.5122 -0.8060 0.092
H 2.643 -24.921 -0.648 -0.3302 0.0267 0.0865 0.114
H 4.902 -24.740 0.402 -0.1880 -0.0723 0.4652 0.114
H 3.517 -24.424 1.544 0.1635 -0.2169 -0.0448 0.117
H 4.450 -23.001 3.195 0.2302 -0.2078 -0.2127 0.095
H 6.106 -23.518 2.578 -0.9071 0.4175 -0.0188 0.068
H 5.683 -21.843 2.802 0.5046 0.9647 0.1896 0.051
H 5.556 -22.705 -1.020 0.1731 -0.4706 0.5758 0.078
H 6.253 -21.533 -0.012 0.1224 0.9924 0.2723 0.057
H 6.726 -23.111 0.326 0.0298 -0.5903 -0.2228 0.066
H 1.012 -20.503 -0.502 -0.2310 -0.0252 0.2249 0.090
H 2.110 -19.508 0.411 0.0850 0.2030 0.1832 0.084
H 1.250 -20.799 1.244 -0.5988 -0.2158 0.8203 0.075
H 4.357 -20.189 2.139 -0.3419 0.1839 0.9177 0.091
C 13.461 -23.972 2.277 0.3900 -0.2532 -0.7010 -0.033
C 12.447 -24.306 3.345 0.7296 0.2393 0.2653 -0.525
C 12.973 -25.254 4.394 0.7584 0.5392 0.4618 -0.050
O 12.054 -23.090 3.949 -0.1350 0.7804 -0.2668 -0.048
H 13.047 -23.691 1.306 -0.3710 0.3755 0.2682 0.056
H 14.033 -24.851 1.984 0.2036 -0.2482 0.2753 0.076
H 14.157 -23.199 2.603 -0.0490 -0.0275 0.1214 0.092
H 11.607 -24.783 2.892 -0.8720 -0.3333 -0.5070 0.088
H 13.895 -24.850 4.861 -0.3064 -0.2841 -0.3904 0.099
H 13.176 -26.184 3.889 0.1968 -0.5669 0.1916 0.078
H 12.267 -25.395 5.217 -0.1453 -0.1637 -0.2141 0.067
H 11.552 -23.308 4.730 -0.3412 -0.0164 0.4155 0.069
C 8.982 -20.147 -5.300 -0.5520 0.1259 -1.0857 -0.057
C 9.111 -19.799 -3.859 1.1312 -0.9584 1.3851 -0.469
C 7.815 -19.694 -3.103 0.0093 0.2736 0.8675 -0.045
O 9.924 -20.861 -3.273 -0.1409 -0.0005 -0.0455 -0.090
H 8.324 -19.461 -5.858 0.2122 -0.1047 0.3075 0.090
H 8.564 -21.138 -5.382 -0.4116 -0.4073 0.0541 0.073
H 9.916 -20.215 -5.848 0.3859 0.2840 0.2173 0.080
H 9.690 -18.887 -3.691 -0.1621 0.2527 -0.2995 0.133
H 7.257 -20.619 -3.001 0.1295 -0.4448 -0.3080 0.077
H 7.170 -18.993 -3.602 -0.3839 0.5311 -0.0248 0.077
H 8.015 -19.361 -2.062 -0.1509 0.0356 -0.5870 0.078
H 9.725 -21.007 -2.329 0.0615 0.2614 -0.2967 0.048



Entry 2:
22
Properties=species:S:1:pos:R:3:forces:R:3:lowdin_charge:R:1 method="wB97M-V/def2-TZVPD" relative_energy_kcal_mol=17.21 homo_lumo_gap_ev=9.813
C -0.222 2.144 0.195 -0.2576 0.5322 0.2128 -0.187
C 2.584 -0.038 0.007 0.1149 -0.0218 -0.0086 -0.071
C 1.994 1.094 -0.358 0.0571 -0.0259 0.1460 -0.029
C 1.641 -1.086 0.525 -0.0194 0.1244 0.0687 -0.114
C -2.119 -0.224 0.299 -0.1822 0.0096 0.0674 -0.167
C -1.634 -0.090 -1.156 -0.0931 0.0551 0.0399 -0.130
C -0.953 -0.825 1.100 -0.0635 0.0492 -0.0265 -0.111
C -0.122 -0.072 -1.080 -0.1261 -0.0086 -0.0474 -0.156
C 0.520 1.042 -0.254 0.1054 -2.6979 0.1798 -0.246
C 0.269 -0.526 0.283 0.2124 1.6762 -0.6428 -0.259
N -0.801 3.063 0.566 -0.2621 0.3162 0.1229 0.172
H 3.642 -0.224 -0.042 0.2304 0.0530 -0.0573 0.102
H 2.497 1.983 -0.698 0.1402 0.1101 -0.0948 0.114
H 1.777 -2.037 0.005 -0.0257 -0.0658 0.0109 0.127
H 1.816 -1.264 1.591 0.0047 -0.0516 -0.0099 0.125
H -2.371 0.758 0.697 -0.0389 -0.0709 -0.0005 0.096
H -3.010 -0.848 0.362 -0.0333 0.0776 0.0417 0.107
H -1.944 -0.951 -1.753 0.0317 0.0373 -0.0004 0.114
H -2.041 0.809 -1.624 0.0245 -0.0754 -0.0629 0.117
H -0.898 -0.411 2.108 0.0254 -0.0594 0.0279 0.122
H -1.050 -1.910 1.189 0.0167 -0.0263 0.0249 0.121
H 0.425 -0.387 -1.961 0.1388 0.0627 0.0079 0.153



Entry 3:
78
Properties=species:S:1:pos:R:3:forces:R:3:lowdin_charge:R:1 method="wB97M-V/def2-TZVPD" total_charge=+1 relative_energy_kcal_mol=63.12 homo_lumo_gap_ev="5.023 / 5.110"
Pt -0.345 -0.586 -0.178 -0.4562 0.5546 -0.3361 1.156
C 3.387 -1.490 -2.045 0.0390 0.0076 0.1353 0.019
C 2.254 -0.985 -1.219 0.5985 0.1155 -0.1632 -0.255
N 1.023 -1.208 -1.497 -0.0959 -0.8431 0.3124 -0.165
O 0.789 -2.068 -2.497 0.3322 0.3180 -0.1983 0.003
C 2.448 -0.221 0.016 0.5852 -0.1559 0.0284 -0.240
C 3.803 0.100 0.541 0.0415 0.0367 -0.1269 0.029
N 1.356 0.053 0.626 -0.2432 0.5776 -0.3172 -0.165
O 1.455 0.708 1.813 -0.0232 -0.3000 0.4758 -0.228
H 3.028 -1.795 -3.022 -0.0007 0.0061 -0.0269 0.088
H 3.848 -2.357 -1.565 -0.0145 0.0212 -0.0154 0.109
H 4.150 -0.720 -2.160 0.0008 -0.0185 0.0182 0.092
H -0.186 -1.987 -2.729 -0.1647 -0.1011 0.0293 0.027
H 4.346 -0.829 0.733 -0.0104 0.0215 -0.0269 0.110
H 3.739 0.665 1.464 0.0304 -0.0114 0.0168 0.077
H 4.376 0.673 -0.191 -0.0459 -0.0382 0.0008 0.104
N -2.702 -7.153 0.868 0.0187 0.2547 -0.0488 0.116
C -2.770 -6.034 0.069 0.0366 -0.1625 0.0992 -0.313
C -1.742 -5.744 -0.834 0.0456 -0.0320 -0.0235 -0.038
C -1.754 -4.566 -1.553 -0.0589 -0.0609 -0.0593 -0.080
C -2.813 -3.681 -1.400 0.0395 0.0856 0.0874 -0.306
C -3.874 -3.978 -0.549 -0.0176 0.0077 -0.0766 -0.054
C -3.854 -5.151 0.176 -0.0639 0.0463 0.0364 -0.021
S -2.738 -2.077 -2.082 0.1547 -0.0141 0.2722 0.649
O -1.654 -2.050 -3.052 -0.2917 -0.0752 -0.1642 -0.308
O -4.034 -1.642 -2.469 -0.0628 0.0415 -0.1131 -0.241
N -2.165 -1.146 -0.872 0.0218 0.3143 0.1642 -0.244
C -2.873 -0.499 0.105 -0.2541 -0.6891 0.5352 -0.518
N -1.930 0.141 0.869 0.0320 0.4142 0.0579 -0.090
C -2.289 1.236 1.671 -1.7708 -0.5137 -2.4635 -0.202
C -3.756 1.287 1.862 0.6228 0.0552 0.3804 -0.054
C -4.561 0.398 1.237 -0.1079 -0.3915 0.1088 -0.119
N -4.154 -0.529 0.318 -0.2194 0.3601 -0.1145 0.129
H -2.016 -7.858 0.669 -0.0370 -0.0496 -0.0461 0.095
H -3.517 -7.443 1.375 -0.0270 -0.0626 -0.0489 0.094
H -0.921 -6.441 -0.949 -0.0144 0.0418 0.0026 0.117
H -0.953 -4.341 -2.247 0.0042 0.0066 0.0885 0.113
H -4.703 -3.283 -0.475 0.0471 -0.0431 0.0772 0.114
H -4.677 -5.395 0.837 0.0237 0.0193 -0.0140 0.114
H -1.958 2.169 1.222 0.6152 0.2306 0.6679 0.137
H -4.161 2.066 2.496 -0.0602 -0.0503 -0.0930 0.109
H -5.629 0.414 1.428 0.0337 0.0859 -0.0787 0.114
C 1.180 5.042 -1.618 0.0564 -0.0303 0.0069 -0.061
C 0.431 3.871 -1.628 -0.0253 0.0350 0.0386 -0.062
C 0.421 3.045 -0.515 0.0244 0.2080 0.0295 -0.099
C 1.163 3.383 0.626 -0.0152 -0.0320 -0.1594 -0.271
C 1.926 4.556 0.613 0.0172 -0.0448 0.0463 -0.101
C 1.940 5.377 -0.505 -0.0753 0.0081 -0.0006 -0.070
Si 1.166 2.335 2.134 0.0720 0.0187 -0.0228 0.694
C -0.416 2.366 3.158 -0.1751 -0.3412 -0.2808 -0.194
C -1.305 1.214 3.166 1.4985 0.2698 2.1723 -0.201
C -2.193 1.139 4.295 -0.1495 -0.1920 -0.5007 -0.024
C -2.476 2.227 5.069 -0.0536 0.2049 0.1235 -0.043
C -1.801 3.425 4.818 -0.0158 -0.0158 0.0461 0.006
C -0.740 3.469 3.908 0.0437 0.2380 -0.0063 -0.062
H 1.177 5.691 -2.485 0.0193 -0.0275 0.0205 0.112
H -0.155 3.609 -2.501 0.0214 -0.0088 0.0127 0.113
H -0.161 2.131 -0.544 -0.0460 -0.0507 -0.0113 0.056
H 2.518 4.828 1.482 -0.0157 -0.0133 -0.0803 0.099
H 2.538 6.278 -0.505 -0.0191 0.0091 -0.0043 0.110
H 2.287 2.669 3.031 -0.0899 0.1535 0.0333 0.041
H -0.727 0.301 3.032 -0.3316 -0.1633 -0.5145 0.123
H -2.736 0.211 4.439 -0.0748 0.0699 0.0189 0.119
H -3.203 2.173 5.868 -0.0033 -0.0077 -0.0634 0.121
H -2.064 4.313 5.382 0.0567 -0.0481 -0.0113 0.124
H -0.145 4.375 3.838 -0.0533 -0.0283 0.0418 0.118
S 0.233 -3.257 1.087 0.1565 -0.2324 0.1095 0.675
C -0.085 -3.396 2.725 -0.0553 -0.0437 -0.2956 -0.754
N -1.092 -2.658 3.280 0.0313 0.0268 0.1484 0.053
C -1.435 -2.693 4.595 -0.0703 0.0290 0.0228 -0.082
C -0.784 -3.512 5.451 0.0400 -0.0570 0.1116 -0.060
C 0.256 -4.327 4.936 -0.0182 0.0329 0.0193 -0.043
C 0.595 -4.271 3.620 0.0368 0.0622 0.0958 -0.083
H -1.601 -2.066 2.632 -0.0128 -0.0159 -0.0152 0.119
H -2.240 -2.042 4.906 -0.0261 -0.0456 -0.0868 0.115
H -1.062 -3.541 6.494 0.0107 0.0027 -0.0289 0.110
H 0.787 -4.997 5.602 -0.0214 0.0102 -0.0237 0.118
H 1.389 -4.881 3.215 -0.0201 0.0095 -0.0321 0.107